No. 1
{
  "formula": "C21H30IN2",
  "method": "ωB97M-V/def2-TZVPD",
  "symbols": ["N", "C", "C", "C", "C", "C", "C", "I", "C", "C", "N", "C", "H", "H", "H", "H", "H", "H", "H", "H", "H", "H", "H", "H", "H", "H", "H", "H", "H", "H", "C", "C", "C", "C", "C", "C", "H", "H", "H", "H", "H", "H", "C", "C", "C", "C", "C", "C", "H", "H", "H", "H", "H", "H"],
  "xyz": [[2.3261, -1.1623, -3.1017], [1.4440, -2.2452, -2.6170], [1.9113, -2.8397, -1.2472], [1.3081, -2.1308, 0.0252], [0.9032, -0.6278, -0.1862], [1.2950, 0.2028, 1.1056], [1.7142, 1.6783, 0.8126], [1.9968, 2.6227, 2.7904], [3.0490, 1.9159, 0.0009], [2.7623, 3.1620, -0.8754], [1.5208, 3.5403, -0.7755], [0.7085, 2.6467, 0.1034], [2.2300, -1.0008, -4.0968], [3.2907, -1.3023, -2.8256], [0.3711, -1.9233, -2.5781], [1.4975, -3.0884, -3.3630], [1.5484, -3.9021, -1.2212], [3.0297, -2.9266, -1.1797], [0.3836, -2.6960, 0.3066], [2.0273, -2.2987, 0.8682], [-0.2121, -0.5660, -0.2812], [1.3863, -0.1307, -1.0603], [2.1906, -0.2890, 1.5711], [0.4585, 0.1476, 1.8437], [3.5937, 1.0531, -0.4411], [3.7537, 2.3164, 0.7854], [3.5662, 3.6238, -1.4893], [1.1405, 4.3530, -1.2611], [0.0425, 3.1517, 0.8337], [0.0720, 2.0865, -0.6370], [-4.1193, -2.0684, -5.3077], [-2.7384, -2.1175, -5.4560], [-1.9349, -1.2000, -4.7902], [-2.5118, -0.2388, -3.9681], [-3.8926, -0.1920, -3.8170], [-4.6968, -1.1040, -4.4899], [-4.7459, -2.7815, -5.8293], [-2.2884, -2.8709, -6.0915], [-0.8582, -1.2340, -4.9111], [-1.8842, 0.4742, -3.4451], [-4.3426, 0.5564, -3.1750], [-5.7732, -1.0641, -4.3764], [-0.8499, 0.5576, 7.5033], [-2.0669, 0.9860, 6.9863], [-2.1767, 1.3052, 5.6383], [-1.0706, 1.1869, 4.8049], [0.1455, 0.7550, 5.3210], [0.2575, 0.4442, 6.6710], [-0.7642, 0.3120, 8.5548], [-2.9303, 1.0718, 7.6348], [-3.1240, 1.6452, 5.2372], [-1.1574, 1.4317, 3.7516], [1.0070, 0.6612, 4.6703], [1.2068, 0.1127, 7.0742]],
  "forces_ev_per_angstrom": [[-0.6, 0.5, 0.8], [0.5, -1.2, -0.5], [-0.6, -0.3, 0.1], [-0.1, -0.5, -0.5], [0.1, 0.5, 1.2], [0.1, -0.2, -0.6], [0.0, 0.7, 0.0], [0.2, 0.0, -0.3], [0.2, 1.5, 1.1], [-0.3, -1.7, 0.6], [1.8, -0.5, 0.7], [-1.3, -1.5, -0.8], [0.2, -0.2, 0.2], [-0.1, -0.2, -0.4], [0.9, -0.1, 0.1], [-0.3, 0.6, 0.7], [0.4, 0.9, 0.0], [-0.9, 0.4, -0.2], [0.7, 0.5, -0.2], [-0.6, 0.5, -0.6], [1.0, 0.0, -0.3], [-0.3, -0.8, 0.3], [-0.8, 0.6, -0.3], [0.8, 0.3, -0.4], [-0.8, 0.6, -0.2], [-0.1, -0.4, -1.0], [-1.1, 0.0, 0.4], [0.1, -0.2, 0.2], [0.6, 0.1, -0.8], [0.3, 0.3, 0.8], [0.0, 0.1, 0.0], [0.0, 0.0, 0.0], [0.0, 0.0, 0.1], [0.0, -0.1, 0.0], [0.0, 0.0, 0.0], [0.1, 0.0, 0.0], [0.0, 0.0, 0.0], [0.0, 0.0, 0.0], [0.0, 0.0, 0.0], [0.0, 0.0, 0.0], [0.0, 0.0, 0.0], [0.0, 0.0, 0.0], [0.0, 0.0, -0.1], [0.0, 0.0, 0.0], [0.0, 0.0, 0.0], [0.0, 0.0, 0.1], [-0.1, -0.1, 0.1], [-0.1, 0.0, 0.0], [0.0, 0.0, 0.0], [0.0, 0.0, 0.0], [0.0, 0.0, 0.0], [0.0, 0.0, 0.0], [-0.1, -0.1, 0.1], [0.0, 0.0, 0.0]],
  "mulliken_charge": [-0.489, -0.476, -0.718, -0.708, -0.605, -0.815, -0.097, 0.218, -0.582, -0.115, -0.007, -0.444, 0.234, 0.181, 0.164, 0.404, 0.260, 0.382, 0.332, 0.355, 0.304, 0.395, 0.470, 0.247, 0.370, 0.422, 0.442, 0.256, 0.433, 0.212, -0.397, -0.461, -0.335, -0.258, -0.419, -0.376, 0.365, 0.363, 0.417, 0.391, 0.353, 0.364, -0.367, -0.397, -0.534, -0.012, -0.038, -0.644, 0.365, 0.365, 0.360, 0.253, 0.259, 0.359],
  "energy_ev": -33336.686,
  "homo_energy_ha": -0.413,
  "charge": 1,
  "e_lumo_ev": -4.4,
  "orbital_gap_ev": 6.8
}

***

No. 2
{
  "formula": "C21H30N2O3",
  "method": "ωB97M-V/def2-TZVPD",
  "symbols": ["C", "H", "O", "C", "C", "C", "C", "C", "C", "H", "H", "C", "N", "O", "C", "C", "O", "N", "C", "C", "H", "H", "C", "C", "H", "H", "H", "C", "H", "H", "C", "H", "H", "C", "C", "H", "H", "H", "C", "H", "H", "H", "C", "H", "H", "H", "H", "H", "C", "H", "H", "H", "H", "H", "H", "H"],
  "xyz": [[7.2010, 1.6578, -0.1164], [7.0135, 1.9354, 0.9261], [6.0046, 1.5690, -0.8511], [5.0744, 0.6512, -0.4764], [5.1960, -0.2172, 0.6023], [4.1790, -1.1092, 0.8949], [3.0216, -1.1642, 0.1247], [2.9116, -0.2879, -0.9625], [3.9145, 0.6025, -1.2569], [3.8339, 1.2792, -2.0929], [2.0206, -0.3325, -1.5679], [1.9292, -2.0905, 0.4300], [0.9965, -2.1428, -0.4340], [-0.1000, -2.9604, -0.1644], [-1.0499, -2.8338, -1.2066], [-1.1759, -1.4013, -1.7392], [-1.0941, -1.1708, -2.9322], [-1.3679, -0.4270, -0.8391], [-1.6338, -0.5192, 0.5852], [-1.1498, 0.8364, 1.0856], [-1.5173, 1.0733, 2.0818], [-0.0596, 0.8818, 1.0839], [-1.7330, 1.7419, -0.0021], [-1.1493, 3.1496, 0.0053], [-1.5436, 3.7292, -0.8262], [-0.0658, 3.1133, -0.0834], [-1.4010, 3.6614, 0.9315], [-1.3428, 0.9659, -1.2614], [-2.0148, 1.1335, -2.1045], [-0.3289, 1.2237, -1.5870], [-3.2556, 1.8028, 0.1844], [-3.6886, 2.4096, -0.6135], [-3.4395, 2.3308, 1.1238], [-3.9973, 0.4474, 0.2338], [-4.4596, 0.0063, -1.1613], [-3.6347, -0.2756, -1.8054], [-5.0184, 0.8047, -1.6454], [-5.1192, -0.8558, -1.0743], [-5.2611, 0.6327, 1.0865], [-5.9088, 1.3860, 0.6435], [-5.8171, -0.3001, 1.1510], [-5.0098, 0.9493, 2.0970], [-3.1338, -0.6571, 0.8756], [-3.4906, -1.6292, 0.5303], [-3.2535, -0.6330, 1.9611], [-1.0983, -1.3557, 1.0354], [-0.7700, -3.4662, -2.0573], [-1.9965, -3.1841, -0.7871], [1.9569, -2.8837, 1.7045], [1.0250, -3.4336, 1.8115], [2.0870, -2.2240, 2.5607], [2.7806, -3.5957, 1.6832], [4.3087, -1.7724, 1.7361], [6.0782, -0.2118, 1.2234], [7.7627, 0.7187, -0.1475], [7.7846, 2.4414, -0.5970]],
  "forces_ev_per_angstrom": [[0.2, 0.0, 0.1], [0.0, 0.0, 0.0], [-0.3, -0.1, -0.1], [-0.1, -0.1, 0.0], [0.4, 0.3, -0.1], [-0.4, -0.1, -0.2], [0.5, 0.4, -0.1], [0.1, 0.0, 0.1], [0.2, 0.1, 0.0], [0.0, 0.1, -0.1], [-0.1, 0.1, -0.1], [-0.6, -0.7, 0.5], [-0.3, 0.2, -0.8], [0.6, -0.1, 0.9], [0.1, 0.1, -0.4], [0.1, -0.4, 0.2], [0.0, 0.0, -0.3], [-0.1, 0.4, 0.0], [-0.2, -0.4, 0.7], [-0.1, -0.1, -0.2], [0.0, 0.0, 0.1], [0.1, 0.0, 0.0], [0.1, 0.2, 0.1], [-0.1, -0.3, 0.0], [0.0, 0.1, -0.1], [0.1, 0.0, 0.0], [0.0, 0.1, 0.1], [0.1, 0.1, -0.2], [0.0, 0.0, 0.0], [0.0, 0.0, 0.0], [0.1, -0.2, 0.0], [-0.1, 0.1, 0.0], [0.0, 0.1, 0.0], [-0.2, 0.0, 0.1], [0.1, 0.1, 0.1], [0.1, 0.0, -0.2], [-0.1, 0.1, -0.1], [-0.1, -0.1, 0.0], [0.2, 0.0, -0.2], [-0.1, 0.1, 0.0], [-0.1, -0.1, 0.0], [0.0, 0.0, 0.1], [0.2, 0.1, 0.0], [-0.1, -0.1, 0.0], [0.0, -0.1, 0.1], [0.0, 0.1, -0.1], [-0.1, 0.2, 0.1], [0.1, 0.0, 0.0], [-0.3, -0.1, -0.2], [0.1, 0.0, 0.1], [0.1, 0.0, 0.0], [0.1, 0.0, 0.1], [0.0, -0.1, 0.1], [0.1, 0.0, 0.0], [0.0, 0.0, 0.0], [0.0, -0.1, 0.1]],
  "mulliken_charge": [-0.848, 0.337, -0.452, 0.916, -0.543, -0.899, 0.303, -0.387, -0.721, 0.440, 0.513, 0.822, -0.222, -0.261, -0.964, 0.864, -0.708, 0.907, -0.046, -1.562, 0.426, 0.433, 2.335, -2.120, 0.406, 0.479, 0.413, -1.381, 0.273, 0.427, -2.115, 0.425, 0.383, 2.413, -1.892, 0.379, 0.373, 0.458, -2.096, 0.409, 0.425, 0.507, -1.715, 0.369, 0.425, 0.682, 0.414, 0.199, -1.762, 0.347, 0.370, 0.501, 0.341, 0.397, 0.341, 0.241],
  "smiles": "COc1ccc(/C(C)=N/OCC(=O)N2C[C@]3(C)C[C@H]2CC(C)(C)C3)cc1",
  "energy_ev": -31385.834,
  "homo_energy_ha": -0.301,
  "e_lumo_ev": 0.6,
  "orbital_gap_ev": 8.8
}

***

No. 3
{
  "formula": "C21H30N2O3",
  "method": "ωB97M-V/def2-TZVPD",
  "symbols": ["C", "C", "C", "C", "C", "O", "C", "C", "C", "C", "C", "C", "H", "H", "N", "C", "O", "C", "O", "N", "H", "C", "H", "H", "C", "C", "C", "C", "C", "C", "C", "H", "H", "H", "H", "H", "H", "H", "H", "H", "H", "H", "H", "H", "H", "H", "H", "H", "H", "H", "H", "H", "H", "H", "H", "H"],
  "xyz": [[-5.8314, -2.0003, -7.0128], [-5.7866, -2.2835, -5.5156], [-4.8027, -3.3919, -5.1439], [-3.3449, -3.0132, -5.3984], [-2.3932, -4.0769, -4.8449], [-2.4985, -4.2358, -3.4451], [-1.9574, -3.3051, -2.6139], [-1.1701, -2.2244, -2.9992], [-0.6552, -1.3576, -2.0519], [-0.9171, -1.5521, -0.7017], [-1.7055, -2.6342, -0.3113], [-2.2175, -3.4959, -1.2537], [-2.8260, -4.3376, -0.9632], [-1.9137, -2.7939, 0.7367], [-0.4171, -0.7028, 0.2867], [0.3524, 0.3918, 0.1794], [0.7982, 0.9104, -0.8308], [0.6456, 0.9727, 1.5685], [0.2157, 0.4446, 2.5821], [1.3853, 2.0805, 1.5017], [1.6781, 2.3579, 0.5719], [1.8760, 2.8031, 2.6467], [1.3836, 2.3729, 3.5218], [1.5952, 3.8576, 2.5624], [3.4014, 2.6865, 2.7780], [3.8814, 3.3925, 4.0168], [4.3195, 4.6434, 3.9857], [4.7893, 5.4034, 5.1875], [5.0447, 4.4785, 6.3737], [3.8854, 3.4999, 6.5200], [3.8188, 2.5980, 5.2914], [4.6585, 1.8947, 5.3061], [2.9030, 2.0029, 5.3095], [2.9519, 4.0589, 6.6121], [4.0076, 2.8949, 7.4203], [5.9668, 3.9181, 6.2062], [5.1678, 5.0658, 7.2856], [4.0269, 6.1445, 5.4526], [5.6979, 5.9573, 4.9371], [4.3425, 5.1860, 3.0494], [3.6693, 1.6288, 2.8258], [3.8663, 3.1218, 1.8909], [-0.6535, -0.9289, 1.2521], [-0.0459, -0.5240, -2.3598], [-0.9402, -2.0424, -4.0368], [-1.3571, -3.8605, -5.1336], [-2.6639, -5.0572, -5.2480], [-3.1555, -2.9139, -6.4678], [-3.1365, -2.0536, -4.9210], [-5.0447, -4.2955, -5.7085], [-4.9151, -3.6238, -4.0825], [-5.5194, -1.3692, -4.9806], [-6.7840, -2.5802, -5.1829], [-4.8812, -1.6078, -7.3655], [-6.0556, -2.9103, -7.5654], [-6.6029, -1.2666, -7.2349]],
  "forces_ev_per_angstrom": [[0.0, 0.1, 0.3], [0.0, -0.2, -0.1], [0.0, 0.3, 0.1], [-0.1, -0.4, 0.3], [0.0, 0.2, -0.5], [-0.1, -0.1, 0.3], [0.1, 0.1, 0.2], [-0.2, -0.4, -0.2], [0.1, 0.1, 0.2], [0.0, -0.1, -0.6], [0.1, 0.1, -0.1], [0.0, 0.0, -0.2], [-0.1, -0.1, 0.0], [0.0, 0.0, 0.1], [0.0, 0.0, 0.7], [-0.1, -0.1, -0.1], [0.0, -0.1, 0.0], [0.0, 0.1, 0.1], [0.0, 0.0, 0.1], [0.1, 0.1, -0.4], [-0.1, -0.1, 0.1], [0.1, -0.1, 0.3], [0.0, 0.1, 0.0], [0.0, -0.1, 0.1], [-0.2, 0.2, 0.1], [0.1, -0.2, -0.2], [0.0, 0.2, 0.0], [0.1, -0.1, 0.1], [-0.2, 0.2, 0.0], [0.2, -0.2, 0.0], [-0.1, 0.2, 0.2], [0.0, -0.1, 0.0], [0.0, -0.1, 0.0], [-0.1, 0.0, 0.1], [-0.1, 0.0, 0.0], [0.1, 0.0, 0.0], [0.1, 0.0, 0.0], [0.1, 0.1, 0.0], [0.0, 0.1, 0.0], [0.0, 0.0, -0.2], [0.0, 0.0, -0.1], [0.0, -0.1, 0.0], [0.1, 0.2, -0.2], [0.0, 0.0, 0.0], [0.0, 0.0, -0.1], [-0.1, -0.1, 0.1], [0.1, 0.1, 0.0], [0.1, 0.1, 0.0], [0.0, 0.1, -0.1], [0.0, -0.1, 0.0], [0.0, -0.1, 0.0], [0.0, 0.0, 0.1], [0.0, 0.1, 0.1], [0.1, 0.0, -0.1], [0.0, -0.1, -0.1], [0.0, 0.1, -0.1]],
  "mulliken_charge": [-1.163, -0.452, -0.550, -0.354, -0.961, -0.471, 0.620, -0.306, -0.879, 0.571, -0.573, -0.661, 0.427, 0.359, -0.030, 0.635, -0.732, 0.426, -0.753, -0.048, 0.265, -0.684, 0.350, 0.276, -1.227, 0.766, -0.567, -0.632, -0.725, -0.794, -0.452, 0.308, 0.355, 0.306, 0.316, 0.322, 0.314, 0.289, 0.366, 0.353, 0.277, 0.437, 0.173, 0.476, 0.339, 0.370, 0.451, 0.381, 0.357, 0.272, 0.292, 0.286, 0.318, 0.305, 0.295, 0.362],
  "smiles": "CCCCCOc1ccc(NC(=O)C(=O)NCCC2=CCCCC2)cc1",
  "energy_ev": -31387.739,
  "homo_energy_ha": -0.294,
  "e_lumo_ev": 0.8,
  "orbital_gap_ev": 8.8
}

***

No. 4
{
  "formula": "C21H30N4O4S",
  "method": "ωB97M-V/def2-TZVPD",
  "symbols": ["C", "H", "H", "H", "C", "N", "C", "H", "H", "C", "N", "C", "N", "H", "C", "C", "O", "C", "H", "H", "H", "H", "H", "H", "H", "S", "C", "C", "C", "C", "C", "N", "C", "O", "H", "C", "C", "C", "C", "H", "O", "C", "O", "H", "H", "H", "H", "H", "H", "H", "H", "C", "C", "H", "H", "H", "H", "H", "H", "H"],
  "xyz": [[0.9639, 2.5001, -4.6482], [1.4444, 3.3139, -5.1857], [1.6082, 1.6251, -4.6875], [0.0312, 2.2675, -5.1553], [0.7222, 2.9216, -3.2019], [0.2374, 1.8138, -2.3869], [0.5884, 1.9421, -0.9785], [0.4924, 2.9787, -0.6274], [-0.0957, 1.3262, -0.3906], [2.0258, 1.4530, -0.7089], [2.1238, 0.0633, -0.3131], [1.9501, -0.9631, -1.1836], [1.5357, -0.6591, -2.4231], [1.2567, 0.3004, -2.6372], [1.5684, -1.5917, -3.5155], [2.8972, -1.5160, -4.2694], [3.0076, -0.2389, -4.8629], [4.2182, -0.0553, -5.5481], [5.0766, -0.1539, -4.8720], [4.3285, -0.7828, -6.3617], [4.1948, 0.9511, -5.9622], [3.7269, -1.6809, -3.5666], [2.9359, -2.2989, -5.0413], [0.7510, -1.3534, -4.1983], [1.4453, -2.6040, -3.1207], [2.2351, -2.5443, -0.7362], [2.2727, -0.1984, 1.1061], [0.9596, -0.0280, 1.8202], [0.0343, -1.0157, 1.8616], [-1.2288, -0.8449, 2.4987], [-1.4964, 0.4003, 3.1027], [-0.5426, 1.3773, 3.0321], [0.6884, 1.2724, 2.4165], [1.4414, 2.2331, 2.3992], [-0.7377, 2.2716, 3.4673], [-2.7118, 0.6471, 3.7614], [-3.6200, -0.3755, 3.7909], [-3.3616, -1.6207, 3.1897], [-2.1878, -1.8772, 2.5444], [-1.9872, -2.8300, 2.0852], [-4.4439, -2.4382, 3.3780], [-5.3806, -1.6867, 4.1149], [-4.8572, -0.3967, 4.3593], [-6.3183, -1.5994, 3.5438], [-5.5855, -2.1868, 5.0748], [-2.9171, 1.5975, 4.2253], [0.2522, -1.9683, 1.3999], [3.0049, 0.4991, 1.5200], [2.6320, -1.2248, 1.2149], [2.6416, 1.6134, -1.6000], [2.4430, 2.0400, 0.1106], [-1.1560, 1.4604, -2.6112], [-2.1957, 2.4611, -2.0978], [-2.1023, 2.6018, -1.0234], [-2.0847, 3.4269, -2.5848], [-3.1935, 2.0865, -2.3102], [-1.3226, 0.4920, -2.1282], [-1.2916, 1.3206, -3.6853], [1.6709, 3.2540, -2.7745], [0.0341, 3.7799, -3.1734]],
  "forces_ev_per_angstrom": [[0.0, 0.1, 0.3], [0.0, 0.1, -0.1], [0.1, -0.1, 0.0], [-0.1, 0.0, -0.1], [0.0, 0.0, -0.2], [0.0, 0.2, 0.0], [0.2, 0.1, 0.1], [-0.1, 0.0, 0.0], [0.0, 0.1, 0.0], [-0.2, 0.3, 0.0], [0.1, 0.0, -0.3], [0.0, 0.1, 0.0], [0.2, 0.3, 0.2], [-0.1, 0.1, 0.1], [0.5, -0.2, -0.3], [-0.2, -0.2, 0.1], [-0.2, 0.0, 0.1], [0.1, 0.0, 0.0], [0.0, 0.0, 0.0], [0.0, 0.0, 0.0], [0.1, 0.0, 0.0], [-0.1, 0.0, 0.0], [0.0, 0.0, 0.0], [0.0, 0.0, 0.0], [-0.1, 0.2, -0.1], [0.2, -1.0, 0.2], [0.1, -0.1, 0.3], [0.1, -0.3, 0.0], [0.3, 0.3, 0.1], [-0.2, 0.5, 0.3], [-0.2, -0.8, -0.2], [0.1, 0.4, 0.1], [-0.4, -0.1, 0.1], [0.3, 0.3, -0.1], [0.1, -0.1, -0.1], [-0.3, -0.1, 0.1], [0.3, -0.4, -0.3], [0.2, 0.4, 0.1], [-0.4, 0.1, 0.2], [0.0, -0.2, -0.1], [0.3, -0.1, -0.2], [-1.1, -0.5, 0.4], [0.4, 0.4, 0.0], [0.3, 0.0, 0.1], [0.1, 0.1, -0.2], [0.0, 0.2, 0.1], [0.1, -0.1, -0.1], [-0.1, -0.1, -0.1], [0.0, 0.3, 0.0], [0.0, 0.0, 0.0], [0.0, -0.1, -0.1], [-0.2, 0.0, 0.0], [0.3, -0.1, -0.1], [0.0, 0.0, 0.1], [0.0, 0.1, 0.0], [-0.1, 0.0, 0.0], [0.0, 0.0, -0.1], [0.0, -0.1, 0.0], [-0.1, 0.0, 0.0], [0.1, 0.0, 0.1]],
  "mulliken_charge": [-1.096, 0.474, 0.049, 0.283, -0.623, 0.690, -1.108, 0.108, 0.730, -1.295, 0.163, 0.637, 0.406, -0.230, -1.162, -0.558, -0.204, -0.879, 0.346, 0.303, 0.249, 0.386, 0.455, 0.326, 0.515, -0.440, -2.545, 0.765, -0.009, 0.814, -0.189, -0.023, 0.406, -0.739, 0.200, -1.141, 0.800, 0.905, -1.426, 0.512, -0.498, -0.258, -0.497, 0.246, 0.247, 0.420, 0.519, 0.422, 0.846, 0.750, 0.288, -0.852, -1.327, 0.261, 0.289, 0.446, 0.432, 0.591, 0.458, 0.362],
  "smiles": "CCN(CC)CCN(Cc1cc2cc3c(cc2[nH]c1=O)OCO3)C(=S)NCCOC",
  "energy_ev": -47249.688,
  "homo_energy_ha": -0.280,
  "e_lumo_ev": 0.3,
  "orbital_gap_ev": 8.0
}

***

The F_max results, record by record, are as follows: 2.08; 1.07; 0.67; 1.29 eV/Å.